[1]
Here is a structure of composition C2H3BrO in a non-equilibrium geometry from the Open Molecules 2025 dataset. Energies are from ωB97M-V/def2-TZVPD.

CARTESIAN COORDINATES (ANGSTROEM)
C  -0.54290  -0.49249  -0.55749
C  0.33494  0.21576  0.67005
O  0.08643  -1.30736  -1.14342
Br  0.87634  2.03539  0.00935
H  -0.17280  0.32651  1.67419
H  1.21575  -0.32103  0.38636
H  -1.79775  -0.45678  -1.03903

Computed properties:
Net charge: 0
ΔE to the lowest compared entry with this formula, charge and spin (eV): 1.9767
E_tot (eV): -74210.436

natural (NBO) atomic charge list, values in e, 5 entries: atom 1 (C): 0.41, atom 2 (C): -0.50, atom 3 (O): -0.53, atom 4 (Br): -0.03, atom 5 (H): 0.25



[2]
Here is a structure of composition C10H10ClNO2Y in a non-equilibrium geometry from the Open Molecules 2025 dataset. Energies are from ωB97M-V/def2-TZVPD.

CARTESIAN COORDINATES (ANGSTROEM)
C  1.09433  -1.68654  2.35897
C  1.11934  -2.01946  0.95533
C  -0.23759  -2.08311  0.50256
H  1.94489  -2.39041  0.37893
C  -1.11150  -1.79096  1.59582
C  -0.28885  -1.50701  2.73312
H  -0.62968  -1.16176  3.71065
H  1.95380  -1.60537  3.00890
H  -0.53114  -2.36321  -0.49669
H  -2.20461  -1.88382  1.55528
Y  0.41206  0.73984  0.04904
Cl  1.49242  1.93142  1.85711
C  0.47535  2.41427  -1.65270
C  -0.75546  1.73329  -1.95001
C  -0.44220  0.48544  -2.56315
H  -1.74645  2.18244  -1.94120
C  0.97636  0.37652  -2.66126
C  1.55261  1.55700  -2.07543
H  2.61003  1.80188  -2.04095
H  0.55361  3.37430  -1.14111
H  -1.18096  -0.19964  -2.97853
H  1.50492  -0.40643  -3.20304
O  -2.94760  0.50732  2.04423
N  -1.84646  0.76714  1.58579
O  -1.76723  1.22686  0.36833

Computed properties:
Net charge: -1
E_tot (eV): -29684.590

natural (NBO) atomic charge list, values in e, 5 entries: atom 1 (C): -0.31, atom 2 (C): -0.44, atom 3 (C): -0.43, atom 4 (H): 0.21, atom 5 (C): -0.31



[3]
Here is a structure of composition C19H35Br9O8S4 in a non-equilibrium geometry from the Open Molecules 2025 dataset. Energies are from ωB97M-V/def2-TZVPD.

CARTESIAN COORDINATES (ANGSTROEM)
C  -0.12780  -30.56042  -28.91711
Br  1.56752  -29.80872  -28.50638
Br  -0.33506  -30.70168  -30.81045
Br  -1.53970  -29.59731  -28.07142
H  -0.13806  -31.55492  -28.51165
C  -9.05651  -30.15572  -28.25864
Br  -8.79059  -29.91339  -30.13494
Br  -10.87182  -29.84280  -27.77270
Br  -7.86697  -29.02807  -27.27659
H  -8.83730  -31.18067  -28.01618
C  -2.93155  -22.90257  -32.41218
Br  -2.64523  -22.66979  -30.54099
Br  -4.07606  -21.54161  -33.10635
Br  -3.58078  -24.64622  -32.78998
H  -1.99732  -22.79343  -32.93036
C  -5.27347  -28.99342  -30.78877
C  -3.92941  -28.29094  -30.96587
C  -3.47793  -28.43516  -32.40474
S  -4.97620  -28.68277  -33.37576
O  -4.99588  -30.01971  -33.92988
O  -5.18410  -27.55416  -34.23704
C  -6.10210  -28.65664  -31.99072
H  -5.78702  -28.59473  -29.90853
H  -5.15750  -30.06441  -30.61044
H  -3.17058  -28.74784  -30.32045
H  -3.96585  -27.23996  -30.67543
H  -2.84325  -29.28081  -32.62974
H  -3.11160  -27.51036  -32.81261
H  -7.00381  -29.23021  -32.16573
H  -6.45172  -27.62434  -31.87052
C  0.26576  -30.03304  -36.57589
C  1.42540  -30.61818  -35.75708
C  1.47896  -29.82991  -34.47187
S  1.21320  -28.13016  -35.01874
O  2.45688  -27.43099  -35.09498
O  0.11525  -27.60034  -34.30056
C  0.63432  -28.54516  -36.66178
H  -0.67671  -30.11665  -36.02237
H  0.19156  -30.47715  -37.56346
H  2.34683  -30.50833  -36.34428
H  1.36370  -31.69284  -35.57023
H  2.40300  -29.93974  -33.92128
H  0.58326  -30.06395  -33.89674
H  1.52390  -28.42934  -37.28681
H  -0.13670  -27.84582  -36.95877
C  -3.49543  -33.57136  -27.27557
C  -3.87550  -32.12264  -26.88622
C  -4.67378  -31.55031  -28.01220
S  -5.75523  -32.90226  -28.52628
O  -5.74746  -32.99729  -29.94723
O  -7.00290  -32.82636  -27.80473
C  -4.76379  -34.19558  -27.80704
H  -3.11547  -34.10837  -26.41476
H  -2.73465  -33.51919  -28.05974
H  -2.96118  -31.57130  -26.66951
H  -4.46843  -32.16395  -25.96796
H  -4.08749  -31.34573  -28.91058
H  -5.32711  -30.71480  -27.78208
H  -4.72313  -35.05245  -28.48613
H  -5.32076  -34.66334  -26.98500
C  -6.04868  -28.59515  -39.68524
C  -4.93441  -28.52300  -38.63940
C  -5.28258  -27.43165  -37.62693
S  -6.33924  -26.28512  -38.47100
O  -5.68176  -25.04376  -38.64619
O  -7.64342  -26.33367  -37.89241
C  -6.31150  -27.15963  -40.04277
H  -6.95020  -29.03752  -39.25613
H  -5.71535  -29.16791  -40.54631
H  -3.99553  -28.19782  -39.11042
H  -4.70430  -29.48168  -38.17900
H  -4.42074  -26.86604  -37.26977
H  -5.72105  -27.78653  -36.69278
H  -5.38171  -26.79647  -40.49604
H  -7.16076  -26.81069  -40.61923

Computed properties:
Net charge: 0
ΔE to the lowest compared entry with this formula, charge and spin (eV): 0.0000
E_tot (eV): -710371.208

Mulliken atomic charge list, values in e, 5 entries: atom 1 (C): -0.29, atom 2 (Br): -0.01, atom 3 (Br): 0.02, atom 4 (Br): -0.09, atom 5 (H): 0.34



[4]
Here is a cluster of 10 separate species, C30H69NO11 in total in a non-equilibrium geometry from the Open Molecules 2025 dataset. Energies are from ωB97M-V/def2-TZVPD.

CARTESIAN COORDINATES (ANGSTROEM)
C  -1.01242  1.88046  -0.48183
C  0.16758  0.98346  -0.63583
O  1.16858  1.48146  -1.22883
N  -0.00642  -0.45254  -0.14683
H  -0.37142  -0.78554  0.62117
H  -0.80342  -0.95254  -0.67683
C  1.34258  -1.30854  -0.37283
H  -1.14942  2.57446  -1.24383
H  -0.97442  2.54946  0.47017
H  -2.02742  1.39246  -0.57583
H  1.14558  -2.21254  0.19617
H  2.27358  -0.89954  0.00017
H  1.63658  -1.50254  -1.43583
O  -1.44642  -0.84354  1.87317
H  -2.09442  -0.23754  2.00117
C  -5.59542  2.10246  -2.18883
C  -5.02942  1.99446  -0.77183
C  -4.56142  3.36446  -0.08783
O  -6.04642  1.53846  0.20117
H  -4.76242  2.22546  -2.89583
H  -6.53342  2.95846  -2.12683
H  -6.08742  1.18746  -2.55083
H  -4.32042  1.17846  -0.87283
H  -4.28342  3.19546  0.92217
H  -5.50442  4.03246  -0.18583
H  -3.74042  3.81046  -0.54283
H  -6.23542  0.62646  0.20017
C  -1.51642  -4.62754  3.48117
C  -0.27742  -4.29054  2.73217
C  0.31358  -5.60754  2.10417
O  -0.37442  -3.30454  1.70817
H  -2.35542  -4.87854  2.97917
H  -1.88842  -3.69454  3.92917
H  -1.11042  -5.19154  4.43617
H  0.47058  -3.92054  3.28817
H  1.00358  -5.48254  1.36717
H  -0.48242  -6.19754  1.74317
H  0.62358  -6.38454  2.88117
H  -0.78042  -2.38054  1.82017
C  -0.39942  -1.62954  6.20217
C  -0.31942  -0.43754  5.07317
C  0.55658  0.74446  5.41217
O  0.20058  -1.02454  3.87017
H  0.63258  -1.72054  6.49417
H  -0.56142  -2.57954  5.70317
H  -1.18542  -1.50254  6.99317
H  -1.20542  -0.01654  4.88217
H  1.69858  0.53946  5.66617
H  0.12858  1.04946  6.32517
H  0.53258  1.64346  4.58717
H  -0.46442  -1.04154  3.10717
C  4.38458  1.04046  1.24317
C  3.52958  0.24046  2.26517
C  4.33758  0.01446  3.57417
O  2.15858  0.80346  2.47317
H  4.65958  2.09746  1.58117
H  4.02458  0.98046  0.12417
H  5.28858  0.52846  1.34917
H  3.30258  -0.84454  1.95117
H  4.72758  1.04946  3.82417
H  5.26658  -0.39954  3.40817
H  3.73858  -0.69554  4.28617
H  1.72558  -0.03354  3.20117
C  4.21758  -0.38954  -2.96383
C  5.15258  -1.51954  -2.86583
C  5.37758  -1.77454  -1.37283
O  4.44858  -2.47754  -3.56783
H  4.32058  0.50246  -2.29583
H  3.18158  -0.67254  -2.94583
H  4.37258  0.25346  -4.06583
H  6.15258  -1.27154  -3.38783
H  6.12558  -1.20854  -0.92583
H  5.74858  -2.90054  -1.16583
H  4.34358  -1.90954  -0.74783
H  4.36558  -2.36154  -4.61883
C  -3.97542  -2.30554  -2.12583
C  -3.62842  -2.24554  -0.66083
C  -2.85042  -3.34954  -0.28583
O  -2.82542  -1.10354  -0.46183
H  -2.81942  -2.08354  -2.52183
H  -4.57242  -1.40954  -2.44483
H  -4.46242  -3.18054  -2.63083
H  -4.67942  -2.24454  -0.03683
H  -2.71042  -3.38854  0.84917
H  -1.68842  -3.48154  -0.58983
H  -3.23642  -4.37954  -0.68683
H  -2.46342  -0.88554  0.52717
C  -1.67842  0.47346  -3.99983
C  -2.10842  1.55946  -4.89883
C  -3.58342  1.37746  -5.51683
O  -2.26942  2.77546  -4.12483
H  -2.24342  0.77546  -3.04783
H  -0.51042  0.67346  -3.79283
H  -1.67942  -0.53254  -4.45683
H  -1.30242  1.72346  -5.68983
H  -3.70842  2.11846  -6.18783
H  -4.43342  1.46146  -4.88683
H  -3.61042  0.45546  -6.30483
H  -2.99342  3.01746  -4.50983
C  3.27958  5.69746  -2.23683
C  2.03058  5.68946  -1.47383
C  1.72758  4.72146  -0.42583
O  0.67558  4.68246  0.21517
C  2.78658  3.82846  -0.13383
C  4.10058  3.77246  -0.91283
C  4.35058  4.73946  -1.98283
O  5.41258  4.83146  -2.44983
H  3.27558  6.48946  -3.06283
H  1.39058  6.53646  -1.69383
H  2.81758  3.18946  0.64917
H  4.84658  3.00346  -0.61283

Computed properties:
Net charge: 0
ΔE to the lowest compared entry with this formula, charge and spin (eV): 1.5538
E_tot (eV): -56225.486

Mulliken atomic charge list, values in e, 5 entries: atom 1 (C): -0.48, atom 2 (C): 0.06, atom 3 (O): -0.42, atom 4 (N): 1.67, atom 5 (H): -0.54



[5]
Here is a cluster of 2 separate species, C6H6O4S in total in a non-equilibrium geometry from the Open Molecules 2025 dataset. Energies are from ωB97M-V/def2-TZVPD.

CARTESIAN COORDINATES (ANGSTROEM)
C  -0.21529  -0.40457  1.74480
C  1.01959  -0.47718  1.25283
C  1.70069  -1.42253  -2.02349
C  -1.32280  0.03059  0.87141
C  -0.71423  0.90124  -0.33626
C  0.56778  0.90973  -0.54098
O  1.48347  0.20406  0.11748
O  -1.76303  -1.12518  0.14151
O  -1.56781  1.71384  -0.95629
O  1.20386  1.63457  -1.52913
S  0.89601  -2.59296  -1.48614
H  -0.54698  -0.60135  2.72374
H  1.77334  -0.80058  1.94395
H  -2.14299  0.68128  1.21354
H  -1.16405  -1.83142  0.40552
H  -1.19791  2.07888  -1.76626
H  1.99036  1.10158  -1.77625

Computed properties:
Net charge: 0
ΔE to the lowest compared entry with this formula, charge and spin (eV): 4.1258
E_tot (eV): -25339.647

natural (NBO) atomic charge list, values in e, 5 entries: atom 1 (C): -0.33, atom 2 (C): 0.13, atom 3 (C): -0.20, atom 4 (C): 0.03, atom 5 (C): 0.17



The following Kohn-Sham gap values (in eV) correspond, in order, to the records above: 10.24 6.95 9.50 7.45 7.78.